Below is a molecular structure, C38H68F3GaIN8S at a distorted geometry, with properties calculated with ωB97M-V/def2-TZVPD.

XYZ file:
```
120
Properties=species:S:1:pos:R:3:lowdin_charge:R:1
C 2.34 1.09 3.94 -0.0972
C 3.56 1.74 3.27 -0.2528
C 3.32 2.43 1.93 -0.2322
C 2.96 1.50 0.77 -0.2071
C 1.54 0.93 0.73 -0.2158
C 0.42 1.94 0.88 -0.2187
C -0.95 1.26 0.99 -0.2144
C -2.07 2.24 1.34 -0.2060
C -3.47 1.59 1.27 -0.2073
C -4.05 1.26 2.66 -0.1955
C -4.02 -0.25 3.02 -0.1916
C -2.97 -0.64 4.08 -0.1899
C -2.11 -1.87 3.73 -0.2120
C -0.59 -1.68 3.82 -0.2860
C 0.13 -2.86 4.50 -0.2349
Ga 0.82 -4.32 3.25 0.4384
C 2.43 -3.65 2.21 -0.2586
C 2.16 -3.11 0.79 -0.4011
C 2.66 -3.97 -0.36 -0.6531
I 2.21 -6.05 -0.26 0.7800
C -0.64 -5.21 2.15 -0.5674
S -1.37 -4.12 0.91 0.7645
C -2.97 -4.88 0.55 -0.5575
C -4.10 -3.86 0.74 -0.1885
C 1.51 -5.82 4.53 -0.4528
F 2.49 -6.66 3.96 -0.0297
F 0.50 -6.74 4.92 -0.0371
F 2.08 -5.44 5.75 -0.0141
H 1.41 1.53 3.59 0.0608
H 2.38 1.19 5.02 0.0669
H 2.29 0.02 3.69 0.0620
H 4.36 1.01 3.13 0.1011
H 3.96 2.50 3.96 0.0938
H 2.60 3.25 2.03 0.1023
H 4.26 2.91 1.65 0.1009
H 3.15 2.04 -0.15 0.0630
H 3.69 0.68 0.80 0.1060
H 1.42 0.38 -0.21 0.1146
H 1.43 0.17 1.52 0.0877
H 0.40 2.62 0.02 0.1195
H 0.56 2.56 1.77 0.0952
H -1.18 0.75 0.05 0.0971
H -0.91 0.51 1.78 0.1068
H -2.00 3.13 0.71 0.1026
H -1.88 2.57 2.37 0.1003
H -3.36 0.69 0.67 0.0846
H -4.15 2.29 0.78 0.0814
H -3.49 1.80 3.41 0.0902
H -5.09 1.59 2.71 0.0932
H -3.83 -0.80 2.10 0.0855
H -5.02 -0.55 3.36 0.0992
H -2.34 0.22 4.32 0.0930
H -3.53 -0.88 4.99 0.0981
H -2.40 -2.73 4.34 0.0914
H -2.35 -2.16 2.70 0.0520
H -0.16 -1.47 2.84 0.0772
H -0.41 -0.78 4.43 0.0875
H -0.50 -3.26 5.30 0.0363
H 1.03 -2.49 4.99 0.0414
H 3.20 -4.43 2.19 0.0267
H 2.85 -2.83 2.81 0.0394
H 2.73 -2.18 0.67 0.0892
H 1.11 -2.84 0.64 0.0523
H 2.31 -3.59 -1.32 0.0337
H 3.75 -3.92 -0.37 0.0349
H -1.43 -5.49 2.85 0.0034
H -0.29 -6.13 1.67 -0.0313
H -3.11 -5.73 1.22 0.0652
H -2.99 -5.26 -0.47 0.0563
H -4.18 -3.58 1.79 0.0570
H -3.86 -2.95 0.19 0.0568
H -5.06 -4.25 0.39 0.0610
C 4.20 2.94 -3.63 -0.0866
C 3.78 3.68 -2.44 -0.2695
N 3.45 4.20 -1.47 0.1390
H 3.42 2.25 -3.92 0.0532
H 4.38 3.63 -4.45 0.0426
H 5.11 2.38 -3.41 0.0854
C 1.69 0.03 -6.56 -0.0603
C 2.97 0.71 -6.37 -0.2653
N 3.97 1.25 -6.23 0.1377
H 1.30 0.25 -7.54 0.0837
H 1.84 -1.05 -6.47 0.0858
H 0.99 0.36 -5.80 0.0877
C 6.77 5.12 -6.14 -0.0641
C 5.36 5.37 -6.41 -0.2792
N 4.25 5.55 -6.60 0.1468
H 7.36 5.30 -7.04 0.0820
H 7.12 5.77 -5.35 0.0848
H 6.90 4.08 -5.84 0.0837
C -3.18 -5.40 6.67 -0.0527
C -4.33 -4.53 6.45 -0.2705
N -5.23 -3.84 6.27 0.1310
H -3.50 -6.43 6.74 0.0836
H -2.47 -5.30 5.85 0.0778
H -2.68 -5.12 7.60 0.0870
C -8.13 -5.40 6.70 -0.0889
C -8.85 -6.67 6.70 -0.2911
N -9.41 -7.67 6.70 0.1106
H -7.84 -5.14 7.72 0.0796
H -7.23 -5.47 6.09 0.0507
H -8.77 -4.62 6.30 0.0824
C 2.06 6.18 -9.42 -0.0956
C 0.66 6.29 -9.79 -0.2874
N -0.45 6.38 -10.09 0.1105
H 2.16 6.06 -8.34 0.0563
H 2.51 5.32 -9.91 0.0719
H 2.59 7.07 -9.72 0.0488
C 4.86 9.10 -11.77 -0.0672
C 4.62 7.67 -11.69 -0.2745
N 4.41 6.54 -11.63 0.1443
H 4.04 9.64 -11.30 0.0834
H 5.79 9.35 -11.26 0.0823
H 4.93 9.40 -12.82 0.0828
C -5.20 2.53 -2.28 -0.0692
C -3.92 1.85 -2.14 -0.2722
N -2.91 1.31 -2.02 0.1613
H -5.17 3.20 -3.14 0.0802
H -5.99 1.80 -2.42 0.0831
H -5.40 3.12 -1.38 0.0763
```

DFT total energy in eV: -131893.735
Orbital gap in eV: 6.307
E_LUMO in eV: 1.23
Net charge: -1
E_HOMO in Ha: -0.18652
Spin multiplicity: 1